No. 1
Density functional theory data (ωB97M-V/def2-TZVPD) for a single C5H6N2O molecule in a non-equilibrium geometry.

```
! wB97M-V def2-TZVPD RIJCOSX def2/J DEFGRID3
* xyz 0 1
O 1.139 -2.220 1.204
C 0.590 -1.309 0.502
C -0.018 -1.390 -0.977
N -0.139 -0.053 -1.644
C 0.060 1.175 -1.160
N 0.364 1.335 0.162
C -0.658 1.073 0.985
C 0.502 0.125 1.102
H -1.075 -1.911 -1.047
H 0.721 -1.714 -1.751
H 0.034 2.093 -1.874
H -0.934 1.601 1.853
H -1.673 0.713 0.743
H 1.087 0.483 1.901
*
```

## Properties
- SMILES string: O=C1CN=CN2C[C@@H]12
- Energy relative to the best compared isomer or geometry (same formula, charge and spin): 87.8 kcal/mol
- Lowest unoccupied orbital energy: 0.5 eV
- Kohn-Sham gap: 0.3542 Ha
- Calculated total energy: -10305.7947 eV

***

No. 2
Density functional theory data (ωB97M-V/def2-TZVPD) for 2 unconnected molecules or ions with the total composition C5H9NO2 in a non-equilibrium geometry.

```
! wB97M-V def2-TZVPD RIJCOSX def2/J DEFGRID3
* xyz 0 1
O 0.808 -1.246 -2.552
C 0.147 -0.888 -1.582
N -0.674 -1.585 -0.836
C -0.814 -1.103 0.501
C 0.633 -1.099 0.977
C 1.404 -0.073 1.374
O -1.012 2.035 1.249
C -0.141 0.797 -1.612
H -1.457 2.819 1.626
H -1.206 -0.097 0.625
H -1.492 -1.849 0.908
H 0.831 0.751 1.773
H 1.101 -2.085 0.795
H 2.510 -0.035 1.491
H 0.208 1.327 -2.520
H -1.208 1.062 -1.471
H 0.362 1.268 -0.746
*
```

## Properties
- Energy relative to the best compared isomer or geometry (same formula, charge and spin): 209.1 kcal/mol
- Lowest unoccupied orbital energy: -4.6 eV
- Kohn-Sham gap: 0.1552 Ha
- Calculated total energy: -10907.5085 eV

***

No. 3
Density functional theory data (ωB97M-V/def2-TZVPD) for a molecular structure, C4H7NO.

```
! wB97M-V def2-TZVPD RIJCOSX def2/J DEFGRID3
* xyz 0 1
O -1.296 0.554 -2.007
C -0.491 0.178 -1.077
C -0.204 1.188 -0.115
C 0.256 0.399 1.120
C 0.623 -1.005 0.543
N -0.063 -1.045 -0.763
H 0.467 1.965 -0.485
H -1.371 1.452 -1.109
H 1.117 0.845 1.629
H -0.548 0.297 1.861
H 1.704 -1.117 0.396
H 0.269 -1.829 1.171
H -0.462 -1.881 -1.164
*
```

## Properties
- Energy relative to the best compared isomer or geometry (same formula, charge and spin): 75.8 kcal/mol
- Lowest unoccupied orbital energy: 0.9 eV
- Kohn-Sham gap: 0.3305 Ha
- Calculated total energy: -7796.3565 eV

***

No. 4
Density functional theory data (ωB97M-V/def2-TZVPD) for a molecular structure, C4H6KLiO2 in a non-equilibrium geometry.

```
! wB97M-V def2-TZVPD RIJCOSX def2/J DEFGRID3
* xyz 1 2
O -1.189 1.687 -0.696
C -1.840 1.035 0.168
C -2.132 -0.290 0.391
K 1.082 3.165 -0.213
Li -0.732 0.706 -2.334
H -2.719 -0.766 -0.409
H -2.487 -0.603 1.374
C 1.646 -0.405 -0.297
C 0.779 -1.383 0.150
O 1.922 0.700 0.504
H 2.501 -0.583 -0.953
H 0.840 -2.363 -0.327
H 0.469 -1.379 1.201
H 1.860 0.479 1.442
*
```

## Properties
- Energy relative to the best compared isomer or geometry (same formula, charge and spin): 23.7 kcal/mol
- Lowest unoccupied orbital energy (alpha / beta): -4.1 / -4.3 eV
- Kohn-Sham gap (alpha / beta): 0.1941 / 0.2394 Ha
- <S²>: 0.7549
- Calculated total energy: -24861.7370 eV

***

No. 5
Density functional theory data (ωB97M-V/def2-TZVPD) for a molecular structure, C35H43ClMnP2Si2 in a non-equilibrium geometry.

```
! wB97M-V def2-TZVPD RIJCOSX def2/J DEFGRID3
* xyz 2 4
C -0.289 1.393 0.717
C 1.041 0.885 0.930
C 1.737 0.923 -0.326
H 1.484 0.613 1.881
C 0.846 1.456 -1.317
C -0.413 1.743 -0.676
H -1.267 2.240 -1.121
H -1.022 1.589 1.486
H 2.783 0.684 -0.474
H 1.099 1.678 -2.348
Mn 0.018 -0.339 -0.500
Si 2.295 -2.477 -2.043
C 2.992 -3.229 -0.513
C 3.057 -4.600 -0.181
H 2.620 -5.345 -0.852
C 3.773 -5.016 0.941
H 3.873 -6.083 1.185
C 4.423 -4.085 1.749
H 5.033 -4.413 2.596
C 4.328 -2.722 1.456
H 4.832 -1.977 2.078
C 3.616 -2.290 0.342
H 3.571 -1.213 0.116
C 3.175 -1.043 -2.804
C 4.504 -0.685 -2.518
H 5.044 -1.169 -1.700
C 5.161 0.248 -3.329
H 6.225 0.447 -3.174
C 4.480 0.907 -4.353
H 5.012 1.581 -5.032
C 3.111 0.685 -4.520
H 2.564 1.242 -5.281
C 2.460 -0.282 -3.754
H 1.398 -0.477 -3.924
H 0.993 -1.704 -1.612
Si 3.740 -4.229 -3.908
C 4.715 -3.172 -5.080
C 6.100 -3.406 -5.251
H 6.595 -4.183 -4.663
C 6.846 -2.664 -6.172
H 7.920 -2.845 -6.275
C 6.219 -1.688 -6.954
H 6.791 -1.083 -7.663
C 4.841 -1.481 -6.820
H 4.344 -0.699 -7.398
C 4.085 -2.251 -5.934
H 3.002 -2.123 -5.880
C 5.012 -5.007 -2.781
C 5.847 -4.248 -1.943
H 5.719 -3.164 -1.890
C 6.807 -4.879 -1.144
H 7.388 -4.286 -0.432
C 7.030 -6.254 -1.263
H 7.811 -6.730 -0.666
C 6.251 -7.009 -2.147
H 6.445 -8.079 -2.260
C 5.232 -6.399 -2.882
H 4.606 -6.988 -3.556
H 3.183 -5.315 -4.741
Cl 1.389 -3.840 -3.387
C -1.448 -0.984 -3.447
P -1.728 -0.959 -1.663
C -3.259 -0.004 -1.420
C -2.173 -2.702 -1.181
C -1.476 -3.178 0.103
P -0.709 -1.758 1.014
C 0.469 -2.455 2.190
C -2.087 -1.124 2.034
H -1.187 0.028 -3.780
H -2.360 -1.306 -3.965
H -0.625 -1.663 -3.704
H -3.390 0.307 -0.376
H -3.211 0.896 -2.045
H -4.125 -0.607 -1.728
H -3.267 -2.730 -1.075
H -1.918 -3.357 -2.026
H -2.185 -3.665 0.791
H -0.673 -3.897 -0.134
H 0.885 -1.634 2.788
H -0.058 -3.156 2.851
H 1.294 -2.962 1.672
H -1.745 -0.249 2.595
H -2.958 -0.825 1.440
H -2.379 -1.900 2.751
*
```

## Properties
- Lowest unoccupied orbital energy (alpha / beta): -7.1 / -7.1 eV
- Kohn-Sham gap (alpha / beta): 0.1898 / 0.2170 Ha
- <S²>: 3.8150
- Calculated total energy: -115154.5671 eV

***

No. 6
Density functional theory data (ωB97M-V/def2-TZVPD) for a molecular structure, C31H53N4O3PPdS.

```
! wB97M-V def2-TZVPD RIJCOSX def2/J DEFGRID3
* xyz 2 1
Pd 0.025 0.646 -0.272
N 5.067 -1.769 3.113
C 4.242 -1.094 2.027
C 5.158 -0.192 1.218
C 4.353 0.568 0.161
N 3.766 -0.379 -0.803
C 3.233 1.361 0.830
C 2.297 0.504 1.673
N 1.431 -0.387 0.833
C 3.096 -0.335 2.688
H 5.820 -2.331 2.706
H 4.502 -2.383 3.704
H 5.504 -1.070 3.720
H 3.875 -1.915 1.408
H 5.956 -0.774 0.746
H 5.634 0.537 1.883
H 5.029 1.273 -0.332
H 4.504 -0.933 -1.229
H 3.403 0.183 -1.581
H 2.660 1.908 0.087
H 3.666 2.112 1.496
H 1.620 1.152 2.230
H 0.974 -1.047 1.456
H 2.027 -0.885 0.158
H 2.437 -1.015 3.238
H 3.507 0.369 3.420
O 3.241 1.892 -2.779
C 2.302 2.565 -2.393
N 1.202 2.054 -1.761
S 0.314 3.194 -1.079
O 0.531 3.094 0.361
O -1.080 3.009 -1.432
C 1.117 4.579 -1.785
C 0.838 5.925 -1.699
C 1.701 6.782 -2.373
C 2.791 6.291 -3.088
C 3.061 4.928 -3.151
C 2.206 4.068 -2.491
H -0.007 6.299 -1.138
H 1.522 7.848 -2.345
H 3.436 6.987 -3.606
H 3.904 4.539 -3.707
C -4.992 1.017 -1.892
C -3.962 0.398 -2.849
C -2.622 0.118 -2.149
C -2.895 -0.285 -0.689
C -3.449 0.927 0.097
C -4.292 1.834 -0.813
P -1.419 -0.955 0.135
C -1.668 -1.261 1.917
C -1.547 -0.024 2.809
C -1.330 -0.480 4.258
C -2.139 -1.749 4.588
C -3.376 -1.845 3.704
C -2.980 -2.026 2.230
C -0.839 -2.539 -0.587
C -2.003 -3.546 -0.818
C -2.364 -3.663 -2.295
C -1.180 -4.173 -3.128
C 0.168 -3.739 -2.535
C 0.045 -2.384 -1.843
H -5.593 0.232 -1.421
H -5.694 1.635 -2.449
H -3.775 1.066 -3.690
H -4.351 -0.532 -3.270
H -2.005 1.022 -2.161
H -2.073 -0.646 -2.696
H -3.632 -1.098 -0.688
H -2.631 1.516 0.529
H -4.050 0.565 0.935
H -3.648 2.584 -1.275
H -5.012 2.377 -0.201
H -0.841 -1.940 2.177
H -2.464 0.560 2.728
H -0.743 0.646 2.483
H -1.604 0.335 4.928
H -0.265 -0.666 4.429
H -2.414 -1.755 5.642
H -1.525 -2.643 4.436
H -3.978 -0.940 3.821
H -4.015 -2.674 4.007
H -3.791 -1.671 1.589
H -2.842 -3.086 2.009
H -0.204 -2.955 0.208
H -2.885 -3.281 -0.233
H -1.686 -4.522 -0.444
H -2.703 -2.693 -2.666
H -3.218 -4.332 -2.404
H -1.269 -3.799 -4.148
H -1.213 -5.261 -3.198
H 0.929 -3.697 -3.314
H 0.518 -4.476 -1.804
H -0.375 -1.656 -2.539
H 1.029 -1.998 -1.568
*
```

## Properties
- Energy relative to the best compared isomer or geometry (same formula, charge and spin): 58.2 kcal/mol
- Lowest unoccupied orbital energy (alpha / beta): -6.6 / -6.6 eV
- Kohn-Sham gap (alpha / beta): 0.2612 / 0.2613 Ha
- Calculated total energy: -68701.5069 eV